Entry from OMol25: a single C20H20N4O2S molecule (wB97M-V/def2-TZVPD).

CARTESIAN COORDINATES (ANGSTROEM)
C1 3.04376 -0.04246 -2.62742
C2 2.29037 1.04661 -1.92699
C3 2.38462 2.36494 -2.34936
C4 1.67863 3.37224 -1.71621
C5 0.86750 3.07743 -0.63507
C6 0.75780 1.77098 -0.19644
C7 1.45037 0.76382 -0.84960
N1 1.35102 -0.56862 -0.35233
C8 2.14100 -0.86455 0.83294
C9 1.30645 -0.69614 2.11427
O1 1.42065 0.26656 2.84356
N2 0.47277 -1.72569 2.33046
C10 -0.49400 -1.72654 3.40211
C11 -1.92939 -1.73751 2.86119
C12 -2.18910 -0.57577 1.94169
C13 -2.47113 -0.78368 0.59811
C14 -2.71565 0.28623 -0.24578
C15 -2.66349 1.58044 0.23931
C16 -2.37598 1.79800 1.57683
C17 -2.14625 0.72781 2.42218
C18 0.53671 -1.51943 -0.83750
O2 0.45306 -2.63575 -0.32837
C19 -0.27911 -1.19483 -2.02674
C20 -1.13106 -2.11167 -2.61465
S1 -1.91502 -1.36153 -3.91717
N3 -1.10008 0.06572 -3.62293
N4 -0.32035 -0.00159 -2.65023
H1 2.38433 -0.55768 -3.32635
H2 3.42387 -0.77826 -1.92146
H3 3.87670 0.36985 -3.19102
H4 3.02428 2.60289 -3.18686
H5 1.76796 4.39014 -2.06523
H6 0.32263 3.85971 -0.12971
H7 0.13998 1.52444 0.65249
H8 2.98147 -0.17019 0.86846
H9 2.49907 -1.89628 0.76602
H10 0.37982 -2.42833 1.60297
H11 -0.33395 -2.60713 4.03407
H12 -0.30711 -0.82742 3.99333
H13 -2.10026 -2.67340 2.32476
H14 -2.61608 -1.69969 3.71019
H15 -2.50721 -1.79350 0.21235
H16 -2.95657 0.11428 -1.28503
H17 -2.84351 2.41328 -0.42339
H18 -2.33261 2.80565 1.96341
H19 -1.92999 0.90607 3.46521
H20 -1.29693 -3.12947 -2.33010

Cartesian forces (eV/Å) of the 6 atoms listed first:
C -0.1 0.0 0.0
C 0.1 0.0 0.3
C 0.0 -0.1 0.0
C -0.1 0.1 0.0
C 0.0 0.0 0.0
C 0.1 -0.2 0.0

E_HOMO = -0.32692 Ha
Electronic energy = -41955.769 eV
Gap between HOMO and LUMO = 8.8 eV
SMILES = Cc1ccccc1N(CC(=O)NCCc1ccccc1)C(=O)c1csnn1
LUMO energy = -0.1 eV

Results of the natural (NBO) charge analysis, in e, for atoms 1 through 4: atom 1 (C): -0.65, atom 2 (C): 0.07, atom 3 (C): -0.23, atom 4 (C): -0.20

=====

Entry from OMol25: a single C20H20N4O4 molecule (wB97M-V/def2-TZVPD).

CARTESIAN COORDINATES (ANGSTROEM)
O1 -0.68432 -3.10502 -0.88722
C1 -0.36869 -2.22814 -0.11015
C2 0.58613 -2.45954 1.05389
C3 1.77018 -3.31468 0.59749
C4 2.51607 -2.68869 -0.58280
N1 3.01944 -1.36754 -0.25745
N2 4.02476 -1.35267 0.61371
N3 4.54769 -0.30029 1.01201
C5 4.09159 0.91946 0.57434
C6 4.68582 2.09060 1.05808
C7 4.22007 3.31175 0.62972
C8 3.16091 3.39485 -0.27629
C9 2.56879 2.25234 -0.76503
C10 3.03181 1.00455 -0.34752
C11 2.44475 -0.23736 -0.84048
O2 1.55724 -0.32861 -1.66578
N4 -0.85001 -0.97100 -0.19929
C12 -1.55193 -0.51254 -1.37056
C13 -3.07503 -0.76584 -1.27663
C14 -3.66685 -0.01242 -0.12116
C15 -4.24656 1.23555 -0.30943
C16 -4.74765 1.94907 0.76477
C17 -4.67127 1.42376 2.04314
C18 -4.09723 0.17954 2.24051
C19 -3.59944 -0.53378 1.16492
C20 -1.27338 0.96609 -1.53099
O3 -0.74083 1.65229 -0.69823
O4 -1.70807 1.44078 -2.69527
H1 0.92842 -1.50541 1.45854
H2 0.04706 -2.98872 1.84249
H3 1.39789 -4.28652 0.27327
H4 2.46408 -3.45543 1.42780
H5 1.84815 -2.57815 -1.43897
H6 3.36545 -3.31898 -0.85467
H7 5.49803 2.00307 1.76177
H8 4.67431 4.21915 0.99947
H9 2.80581 4.36383 -0.59291
H10 1.74231 2.28837 -1.45661
H11 -0.51973 -0.23321 0.40724
H12 -1.16341 -1.04724 -2.24578
H13 -3.21362 -1.84004 -1.14885
H14 -3.53232 -0.45553 -2.21644
H15 -4.31181 1.64773 -1.30687
H16 -5.19885 2.91741 0.60413
H17 -5.06099 1.98092 2.88226
H18 -4.03921 -0.23700 3.23565
H19 -3.15608 -1.50683 1.31942
H20 -1.51947 2.39009 -2.76926

Cartesian forces (eV/Å) of the 6 atoms listed first:
O 0.0 -0.4 -0.4
C 0.0 0.4 0.6
C 0.1 -0.2 -0.2
C -0.1 0.2 -0.1
C -0.1 -0.6 0.0
N -0.5 0.8 -0.6

E_HOMO = -0.33769 Ha
Electronic energy = -35215.993 eV
Gap between HOMO and LUMO = 9.2 eV
SMILES = O=C(CCCn1nnc2ccccc2c1=O)N[C@@H](Cc1ccccc1)C(=O)O
LUMO energy = 0.0 eV

Results of the natural (NBO) charge analysis, in e, for atoms 1 through 4: atom 1 (O): -0.64, atom 2 (C): 0.69, atom 3 (C): -0.50, atom 4 (C): -0.40

=====

Entry from OMol25: a single C20H20N4O4S molecule (wB97M-V/def2-TZVPD).

CARTESIAN COORDINATES (ANGSTROEM)
C1 4.33086 4.00470 0.21668
C2 5.26155 2.87549 -0.20387
C3 4.52270 1.60378 -0.36913
N1 3.26466 1.38473 -0.21548
N2 3.03620 0.07472 -0.47225
C4 4.18343 -0.44357 -0.76984
N3 4.49604 -1.72243 -1.11830
C5 3.63719 -2.80579 -1.21146
O1 4.01499 -3.82701 -1.72513
C6 2.28994 -2.58482 -0.61898
C7 2.16159 -2.37307 0.75007
C8 0.90873 -2.16103 1.29495
C9 -0.19695 -2.15739 0.46731
S1 -1.82543 -1.82118 1.14486
O2 -2.69235 -2.91836 0.84586
O3 -1.67741 -1.44175 2.52260
N4 -2.24234 -0.49228 0.19411
C10 -1.47326 0.68318 0.55368
C11 -2.21464 1.51483 1.59421
C12 -3.51242 2.01776 0.97218
C13 -4.23789 0.92077 0.23943
C14 -5.56777 1.09586 -0.12088
C15 -6.26413 0.11552 -0.80161
C16 -5.62381 -1.06475 -1.14118
C17 -4.29705 -1.25389 -0.80692
C18 -3.59857 -0.27153 -0.11038
C19 -0.08592 -2.39761 -0.88734
C20 1.16481 -2.62358 -1.43454
O4 5.18686 0.46424 -0.73090
H1 3.55628 4.15036 -0.52994
H2 4.89344 4.92707 0.33163
H3 3.84789 3.76236 1.15832
H4 6.04735 2.72437 0.54191
H5 5.75500 3.11445 -1.15049
H6 5.44073 -1.87059 -1.45672
H7 3.03634 -2.37467 1.38232
H8 0.76872 -1.98392 2.34974
H9 -0.50869 0.34039 0.93033
H10 -1.30255 1.26744 -0.35661
H11 -1.59510 2.34981 1.92277
H12 -2.42373 0.87439 2.45258
H13 -4.16699 2.43623 1.73977
H14 -3.28803 2.82198 0.26253
H15 -6.06167 2.01880 0.14962
H16 -7.29976 0.27050 -1.06449
H17 -6.15627 -1.83784 -1.67421
H18 -3.79413 -2.17170 -1.06067
H19 -0.97616 -2.40073 -1.49548
H20 1.27772 -2.81426 -2.49064

Cartesian forces (eV/Å) of the 6 atoms listed first:
C 0.1 -0.1 0.0
C 0.2 0.0 0.0
C -0.5 0.1 0.1
N 0.6 1.4 0.2
N 0.1 -1.3 -0.4
C -0.7 0.9 0.2

E_HOMO = -0.31051 Ha
Electronic energy = -46049.935 eV
Gap between HOMO and LUMO = 8.7 eV
SMILES = CCc1nnc(NC(=O)c2ccc(S(=O)(=O)N3CCCc4ccccc43)cc2)o1
LUMO energy = 0.3 eV

Results of the natural (NBO) charge analysis, in e, for atoms 1 through 4: atom 1 (C): -0.59, atom 2 (C): -0.46, atom 3 (C): 0.46, atom 4 (N): -0.29

=====

Entry from OMol25: a single C20H20N4O5S molecule (wB97M-V/def2-TZVPD).

CARTESIAN COORDINATES (ANGSTROEM)
C1 -1.79426 -2.21542 1.43120
C2 -2.61339 -1.06110 1.99961
O1 -3.00259 -0.12893 1.00952
C3 -4.03728 -0.39230 0.15845
C4 -4.84546 -1.52146 0.21360
C5 -5.86164 -1.71791 -0.70588
C6 -6.08915 -0.78945 -1.70271
C7 -5.30709 0.34985 -1.75952
C8 -4.29143 0.56552 -0.84063
O2 -3.55027 1.71757 -1.02296
C9 -3.09126 2.42308 0.11097
C10 -1.71732 1.97197 0.61896
O3 -1.32402 2.24336 1.72793
N1 -1.01603 1.31081 -0.34369
C11 0.15897 0.58480 -0.21786
C12 0.56348 -0.19902 -1.30290
C13 1.71365 -0.95838 -1.22005
C14 2.45484 -0.93422 -0.05461
S1 3.92993 -1.91854 0.02671
O4 4.47358 -1.92708 1.34787
O5 3.72431 -3.17204 -0.63485
N2 4.98613 -1.08128 -1.01979
C15 5.47126 0.13646 -0.66124
N3 4.74229 0.82422 0.21391
C16 5.20280 2.00992 0.56723
C17 6.37915 2.53585 0.05284
C18 7.04268 1.74256 -0.87203
N4 6.60148 0.55108 -1.23266
C19 2.07151 -0.16707 1.02750
C20 0.92482 0.59925 0.95022
H1 -0.89892 -1.83453 0.94509
H2 -2.36958 -2.78120 0.70199
H3 -1.49702 -2.87960 2.23750
H4 -3.48860 -1.42840 2.54806
H5 -1.99889 -0.46888 2.68328
H6 -4.68061 -2.26633 0.97531
H7 -6.46891 -2.60747 -0.63888
H8 -6.87346 -0.94183 -2.42710
H9 -5.46431 1.09794 -2.52049
H10 -3.80147 2.37376 0.94131
H11 -3.00483 3.46869 -0.20712
H12 -1.52613 1.17878 -1.21173
H13 -0.03330 -0.21188 -2.20362
H14 2.03912 -1.58153 -2.03726
H15 5.56703 -1.63254 -1.63232
H16 4.59590 2.54879 1.28332
H17 6.75175 3.50163 0.34853
H18 7.96282 2.06039 -1.34566
H19 2.68560 -0.18133 1.91215
H20 0.60414 1.20344 1.78251

Cartesian forces (eV/Å) of the 6 atoms listed first:
C -0.3 0.3 0.0
C 0.3 -0.4 0.3
O -0.5 0.1 -0.4
C 0.1 0.2 0.0
C 0.1 0.0 0.2
C 0.0 0.0 0.0

E_HOMO = -0.31868 Ha
Electronic energy = -48097.541 eV
Gap between HOMO and LUMO = 9.3 eV
SMILES = CCOc1ccccc1OCC(=O)Nc1ccc(S(=O)(=O)Nc2ncccn2)cc1
LUMO energy = 0.6 eV

Results of the natural (NBO) charge analysis, in e, for atoms 1 through 4: atom 1 (C): -0.64, atom 2 (C): -0.06, atom 3 (O): -0.52, atom 4 (C): 0.23

=====

Entry from OMol25: 2 unconnected molecules or ions with the total composition C20H20NO (wB97M-V/def2-TZVPD).

CARTESIAN COORDINATES (ANGSTROEM)
C1 -5.14733 -1.73183 2.06338
C2 -3.73072 -1.28249 1.85468
C3 -3.40954 0.07800 1.98745
C4 -2.11568 0.51974 1.80957
C5 -1.05263 -0.39421 1.52951
C6 0.26011 0.13798 1.43845
C7 1.49493 -0.53045 1.65022
C8 2.69832 0.23137 1.49916
C9 3.93882 -0.36323 1.65994
C10 4.03244 -1.73581 1.96636
C11 2.86561 -2.48334 2.18785
C12 1.61515 -1.88858 2.07951
C13 -1.40146 -1.77091 1.35007
C14 -2.71052 -2.19339 1.54477
H1 -5.19612 -2.82493 2.11838
H2 -5.56810 -1.30273 2.98480
H3 -5.78169 -1.39821 1.22862
H4 -4.19680 0.78668 2.25225
H5 -1.86463 1.57853 1.89545
H6 0.32360 1.22872 1.39105
H7 2.61475 1.29531 1.26157
H8 4.84563 0.24053 1.56016
H9 5.01568 -2.20283 2.08052
H10 2.94025 -3.53542 2.47455
H11 0.71705 -2.44057 2.35296
H12 -0.64249 -2.48804 1.03414
H13 -2.95350 -3.25342 1.46520
C15 1.13030 3.12278 -5.36132
O1 1.33271 1.77100 -4.85251
C16 0.97544 1.53282 -3.56203
C17 1.26297 0.27339 -2.99280
C18 0.97170 0.06459 -1.64957
N1 0.42199 0.99791 -0.85841
C19 0.08800 2.17289 -1.41978
C20 0.34022 2.49195 -2.75612
H14 1.55695 3.06982 -6.36254
H15 0.05891 3.37284 -5.41470
H16 1.66855 3.86826 -4.75417
H17 1.72794 -0.49501 -3.60063
H18 1.20293 -0.90487 -1.19791
H19 -0.40297 2.91393 -0.78923
H20 0.07326 3.47123 -3.14881

Cartesian forces (eV/Å) of the 6 atoms listed first:
C -0.1 -0.2 0.0
C 0.2 0.2 0.2
C 0.0 0.1 0.0
C 0.5 -0.3 -0.1
C -1.0 -0.4 -0.3
C -0.3 0.7 0.4

Net charge = +1
E_HOMO = -0.44467 Ha
Electronic energy = -24594.827 eV
Gap between HOMO and LUMO = 7.1 eV
LUMO energy = -5.0 eV

Results of the natural (NBO) charge analysis, in e, for atoms 1 through 4: atom 1 (C): -0.65, atom 2 (C): 0.10, atom 3 (C): -0.23, atom 4 (C): -0.08

=====

Across the entries above, relative energy (zero: lowest compared OMol25 entry of this formula, charge and spin) takes the values 28.14; 19.53; 27.37; 44.75; 11.50 kcal per mole, respectively.